(1)
The following is a DFT calculation (ωB97M-V/def2-TZVPD) of C8H8O3 as an isolated structure in a non-equilibrium geometry.

The geometry in ORCA input format:
```
! wB97M-V def2-TZVPD RIJCOSX def2/J DEFGRID3
* xyz 0 1
C -1.939 -2.852 1.081
C -1.217 -1.690 0.673
C -1.415 -1.199 -0.750
C -0.738 -0.129 -1.167
C 0.257 0.416 -0.429
C 0.936 1.617 -0.929
C 0.578 -0.019 0.813
C -0.263 -1.126 1.319
H -3.260 -2.928 0.958
H -1.475 -2.806 2.202
H -1.643 -3.864 1.263
H -2.404 -1.665 -1.287
H -1.061 0.190 -1.910
H -0.543 2.417 -2.200
H 2.084 1.251 0.969
H -0.077 -1.488 2.595
O 0.633 2.121 -2.202
O 1.912 2.202 -0.299
O 1.353 0.526 1.719
*
```

For the energy above the lowest of the compared OMol25 structures with the same formula, charge and spin, the calculation gives 709.94 kJ/mol. Its HOMO energy is -8.75 eV.

---

(2)
The following is a DFT calculation (ωB97M-V/def2-TZVPD) of C9H18Cl12INO4S as an isolated structure in a non-equilibrium geometry.

The geometry in ORCA input format:
```
! wB97M-V def2-TZVPD RIJCOSX def2/J DEFGRID3
* xyz 0 1
N 0.586 2.719 -0.890
C -0.280 1.953 -1.723
C -1.183 0.935 -1.049
O -0.616 -0.387 -1.125
S 0.277 -0.501 0.207
O 0.185 -1.731 0.840
O 1.590 -0.173 -0.171
O -0.412 0.640 1.074
C -1.572 1.050 0.350
I -2.488 2.896 0.882
H 1.183 2.158 -0.325
H 0.109 3.410 -0.360
H -0.914 2.601 -2.253
H 0.345 1.398 -2.374
H -2.046 0.887 -1.667
H -2.328 0.353 0.562
C 2.953 -4.045 -0.447
Cl 2.037 -5.271 -1.338
Cl 4.603 -4.578 -0.092
H 2.999 -3.149 -1.044
H 2.444 -3.850 0.485
C -3.087 -3.788 -2.126
Cl -4.193 -2.753 -1.206
Cl -3.614 -3.979 -3.796
H -2.111 -3.339 -2.123
H -3.055 -4.761 -1.657
C 1.515 5.075 2.356
Cl 0.580 5.650 0.965
Cl 1.446 3.317 2.527
H 2.545 5.372 2.223
H 1.107 5.522 3.251
C 3.946 -2.064 2.443
Cl 3.786 -0.886 3.756
Cl 3.508 -3.692 2.983
H 3.288 -1.773 1.636
H 4.973 -2.075 2.105
C -2.580 1.927 -5.248
Cl -2.867 3.070 -3.922
Cl -2.867 0.231 -4.814
H -3.255 2.178 -6.054
H -1.555 2.033 -5.573
C -1.107 -0.562 4.579
Cl 0.574 -0.988 4.245
Cl -1.476 1.131 4.200
H -1.744 -1.197 3.978
H -1.305 -0.722 5.629
*
```

Its HOMO energy is -9.19 eV.

---

(3)
The following is a DFT calculation (ωB97M-V/def2-TZVPD) of C17H20ClN3O3S2 as an isolated structure in a non-equilibrium geometry.

The geometry in ORCA input format:
```
! wB97M-V def2-TZVPD RIJCOSX def2/J DEFGRID3
* xyz 0 1
O 0.917 -1.367 2.852
C 1.381 -0.434 2.019
N 0.727 0.690 1.627
C 1.163 1.625 0.721
H 2.307 1.575 0.406
H 1.151 2.533 1.259
C 0.144 1.365 -0.231
N -1.075 1.732 0.018
C -2.076 2.157 -0.808
C -3.355 2.720 -0.161
C -4.354 3.041 -1.156
C -4.081 3.157 -2.497
C -2.932 2.873 -2.835
C -2.097 2.138 -2.202
H -1.059 1.851 -2.659
H -2.938 2.617 -3.908
H -5.004 3.688 -2.840
Cl -5.787 3.764 -0.181
H -3.534 2.751 0.739
C -1.573 0.630 1.157
H -2.409 0.963 1.484
C -0.531 0.625 2.284
H -0.749 -0.004 2.962
H -0.602 1.670 2.771
H -1.363 -0.230 0.480
H 0.334 2.299 -1.199
H 0.293 0.571 -0.762
C 2.788 -0.800 1.203
C 3.518 -2.135 1.998
N 2.679 -3.234 1.867
S 2.563 -3.947 0.205
O 2.087 -5.159 0.488
O 3.765 -3.824 -0.398
C 1.437 -2.917 -0.492
C 1.608 -2.392 -1.749
C 0.293 -1.889 -2.489
C -0.569 -1.842 -1.577
S -0.428 -2.984 0.056
H -1.678 -1.651 -1.654
H 0.330 -1.495 -3.321
H 2.380 -2.414 -2.178
H 1.812 -3.455 2.426
H 4.496 -2.283 1.392
H 3.837 -1.875 3.095
H 2.788 -0.935 0.216
H 3.396 0.229 1.570
*
```

For the energy above the lowest of the compared OMol25 structures with the same formula, charge and spin, the calculation gives 1599.84 kJ/mol. Its HOMO energy is -8.51 eV.

---

(4)
The following is a DFT calculation (ωB97M-V/def2-TZVPD) of a 2-piece molecular cluster, C2H6OS overall in a non-equilibrium geometry.

The geometry in ORCA input format:
```
! wB97M-V def2-TZVPD RIJCOSX def2/J DEFGRID3
* xyz -1 2
S 2.281 0.519 0.988
H 2.963 1.072 -0.015
H 1.702 1.606 1.484
C -1.209 -1.043 -0.954
C -0.983 0.158 -0.436
O -0.917 0.315 1.008
H -1.199 -1.128 -2.096
H -1.261 -1.988 -0.322
H -0.916 1.071 -0.982
H -0.461 -0.581 1.325
*
```

For the energy above the lowest of the compared OMol25 structures with the same formula, charge and spin, the calculation gives 136.34 kJ/mol. Its HOMO energy (spin up / spin down) is 1.00 / -5.30 eV. The expectation value of S² is 0.751.

---

(5)
The following is a DFT calculation (ωB97M-V/def2-TZVPD) of C33H21I3N4O6V as an isolated structure in a non-equilibrium geometry.

The geometry in ORCA input format:
```
! wB97M-V def2-TZVPD RIJCOSX def2/J DEFGRID3
* xyz -2 4
V 9.294 13.096 14.068
I 8.399 11.624 11.231
C 7.790 13.465 10.522
C 7.093 13.496 9.335
C 6.727 14.744 8.748
C 7.308 15.903 9.273
C 8.058 15.821 10.525
C 8.724 16.974 11.028
C 9.273 16.995 12.305
C 9.136 15.813 13.094
C 8.814 14.601 12.601
C 8.247 14.592 11.226
H 6.800 12.582 8.839
H 6.087 14.744 7.797
H 7.203 16.854 8.773
H 8.801 17.806 10.325
H 9.844 17.807 12.676
H 9.443 15.865 14.150
O 10.934 12.323 13.480
C 12.100 11.693 13.377
C 12.408 10.480 12.824
C 13.888 10.096 13.144
C 14.229 8.934 12.675
C 13.274 8.049 11.996
C 11.905 8.194 12.074
C 11.370 9.620 12.316
O 10.221 9.952 12.164
N 15.682 8.544 12.759
O 15.975 7.429 12.178
O 16.495 9.317 13.151
H 13.037 12.133 13.744
H 14.577 10.801 13.337
H 13.788 7.133 11.764
H 11.325 7.371 11.790
I 9.430 16.975 17.581
C 9.138 14.899 17.844
C 9.034 14.392 19.210
C 9.112 13.094 19.382
I 8.942 12.333 21.364
C 9.469 12.116 18.371
C 9.636 10.708 18.469
C 10.032 9.987 17.377
C 10.077 10.652 16.111
N 9.835 11.915 15.891
C 9.547 12.670 17.108
C 9.354 14.028 16.734
O 9.441 14.406 15.503
H 9.004 15.033 20.147
H 9.586 10.279 19.532
H 10.180 8.938 17.311
H 10.329 10.085 15.253
C 6.379 12.764 13.561
O 7.610 12.551 14.199
H 6.108 11.764 13.122
H 6.357 13.575 12.800
H 5.686 13.069 14.382
N 9.179 6.608 10.031
C 8.625 6.756 11.043
C 8.157 6.761 12.425
C 8.104 8.032 13.112
C 7.753 8.009 14.429
C 7.562 6.760 15.082
N 7.477 5.571 14.442
C 7.839 5.583 13.157
H 8.464 8.925 12.625
H 7.649 8.899 14.988
H 7.406 6.764 16.167
H 7.845 4.669 12.596
*
```

For the energy above the lowest of the compared OMol25 structures with the same formula, charge and spin, the calculation gives 286.48 kJ/mol. Its HOMO energy (spin up / spin down) is 0.53 / -2.81 eV. The expectation value of S² is 3.784.

---

(6)
The following is a DFT calculation (ωB97M-V/def2-TZVPD) of one molecule with the formula C20H27N5O6S2 in a non-equilibrium geometry.

The geometry in ORCA input format:
```
! wB97M-V def2-TZVPD RIJCOSX def2/J DEFGRID3
* xyz 0 1
C -3.579 -4.064 1.258
C -2.835 -2.776 0.943
O -1.729 -2.681 1.814
C -0.995 -1.489 1.622
C 0.144 -1.465 2.628
H 0.837 -2.278 2.425
H 0.674 -0.520 2.568
H -0.260 -1.592 3.627
C -0.466 -1.429 0.178
N -1.580 -1.550 -0.746
C -1.874 -0.544 -1.575
O -1.184 0.467 -1.654
C -3.119 -0.657 -2.444
H -3.136 0.192 -3.127
H -3.156 -1.586 -3.009
S -4.654 -0.617 -1.428
C -4.143 0.631 -0.340
N -4.211 0.642 0.953
N -3.574 1.758 1.358
C -3.151 2.371 0.303
O -3.504 1.713 -0.827
C -2.203 3.509 0.187
N -0.912 2.942 -0.147
C 0.138 3.029 0.707
O 0.159 3.772 1.666
C 1.259 2.092 0.378
C 1.552 1.682 -0.920
C 2.523 0.717 -1.131
C 3.188 0.170 -0.050
C 2.943 0.601 1.239
C 1.979 1.571 1.451
H 1.755 1.931 2.444
H 3.483 0.150 2.056
S 4.421 -1.104 -0.333
O 4.130 -1.747 -1.580
O 4.523 -1.906 0.850
N 5.866 -0.287 -0.514
C 6.359 0.338 0.687
H 5.863 1.296 0.892
H 6.177 -0.352 1.508
H 7.431 0.507 0.590
C 5.959 0.506 -1.713
H 5.443 1.470 -1.616
H 5.509 -0.071 -2.517
H 7.009 0.687 -1.944
H 2.749 0.355 -2.121
H 1.030 2.105 -1.763
H -0.915 2.202 -0.843
H -2.533 4.199 -0.596
H -2.110 4.029 1.144
C -2.344 -2.758 -0.519
H -3.191 -2.835 -1.194
H -1.678 -3.614 -0.674
H 0.048 -0.488 -0.009
H 0.227 -2.259 0.010
H -1.664 -0.625 1.788
H -3.500 -1.908 1.102
H -2.929 -4.918 1.093
H -3.882 -4.057 2.301
H -4.462 -4.150 0.631
*
```

Its SMILES is C[C@@H]1CN(C(=O)CSc2nnc(CNC(=O)c3ccc(S(=O)(=O)N(C)C)cc3)o2)C[C@H](C)O1. Its HOMO energy is -9.31 eV.